Here is a 11-piece molecular cluster, C44H74N6O10S5 overall from the OMol25 dataset. Energies are from wB97M-V/def2-TZVPD.

Summary:
Relative energy (zero: lowest compared OMol25 entry of this formula, charge and spin) ... 1.969 eV
E_LUMO ... 0.0031 Ha
SMILES string ... O=S1(=O)CCCC1.O=S1(=O)CCCC1.O=S1(=O)CCCC1.O=S1(=O)CCCC1.O=S1(=O)CCCC1.c1cc[nH]c1.c1cc[nH]c1.c1cc[nH]c1.c1cc[nH]c1.CCCC#N.CCCC#N
Maximum force ... 2.36 eV/Å
Frontier orbital gap ... 8.5 eV

Geometry as XYZ:
```
139
Properties=species:S:1:pos:R:3:forces:R:3:mulliken_charge:R:1
C -5.564 0.871 -1.918 0.417 -0.373 0.964 -1.29
C -4.307 0.055 -2.242 -0.351 0.514 0.655 -0.36
C -3.117 0.459 -1.357 -0.178 0.226 0.356 3.05
C -2.834 1.900 -1.296 0.173 -0.079 -0.579 -0.35
N -2.568 3.017 -1.252 0.009 -0.006 0.017 -0.66
H -5.831 0.667 -0.871 0.037 -0.038 -0.057 0.19
H -6.428 0.539 -2.486 0.045 0.394 -0.358 0.40
H -5.357 1.941 -1.929 -0.325 0.062 -0.543 0.37
H -3.997 0.159 -3.281 -0.185 -0.155 -0.098 0.38
H -4.546 -0.980 -1.998 0.290 -0.173 -0.396 0.26
H -2.231 -0.061 -1.721 0.144 0.089 0.181 -1.14
H -3.254 0.219 -0.296 -0.062 -0.498 -0.169 -0.77
C 0.337 4.125 5.355 -0.556 0.361 -0.874 -0.68
C 0.821 3.507 6.643 0.708 0.056 0.364 -0.39
C 1.945 2.490 6.382 0.182 -0.107 -0.296 -0.57
C 1.578 1.411 5.463 -0.141 -0.014 0.075 0.33
N 1.291 0.584 4.720 -0.002 -0.013 -0.038 -0.43
H -0.262 5.033 5.449 0.099 -0.022 0.509 0.37
H -0.322 3.470 4.780 0.206 -0.253 0.097 0.18
H 1.169 4.404 4.702 0.097 -0.119 0.099 0.07
H 0.022 3.066 7.237 -0.083 -0.079 -0.138 0.32
H 1.310 4.250 7.278 -0.256 0.148 -0.007 0.28
H 2.358 2.048 7.290 -0.201 -0.002 0.092 0.38
H 2.783 3.001 5.897 -0.044 0.093 0.064 0.23
C -5.153 0.722 2.744 -0.182 -0.396 -0.122 0.08
C -5.431 0.920 4.233 0.837 -0.302 0.825 -0.82
C -5.415 2.407 4.523 -0.267 0.210 -0.465 -0.85
S -4.077 3.046 3.499 -0.419 0.244 -0.036 1.24
O -2.884 3.257 4.282 0.060 -0.265 -0.039 -0.59
O -4.604 4.143 2.725 0.101 0.034 -0.083 -0.74
C -3.940 1.596 2.426 -0.001 0.174 0.318 -0.12
H -5.996 0.959 2.092 -0.088 0.177 0.193 0.28
H -4.921 -0.332 2.584 -0.009 0.051 -0.138 -0.32
H -4.566 0.471 4.742 -0.070 0.077 0.058 0.29
H -6.281 0.408 4.681 -0.292 0.065 -0.480 0.48
H -5.271 2.719 5.553 0.119 -0.125 0.047 0.44
H -6.305 2.885 4.111 -0.026 0.056 0.131 0.35
H -3.015 1.085 2.688 0.092 0.087 -0.181 0.11
H -3.931 2.001 1.417 0.193 -0.110 -0.061 0.11
C 1.473 1.375 -0.139 -0.047 0.024 0.321 -0.39
C 0.668 0.599 -1.186 0.320 -0.249 0.667 1.56
C 0.357 -0.773 -0.553 0.009 0.663 -0.637 1.54
S 0.021 -0.373 1.166 -0.209 0.711 0.131 0.95
O 0.823 -1.224 1.990 0.309 -0.391 0.269 -0.61
O -1.403 -0.276 1.429 -0.156 -0.450 -0.295 -0.41
C 0.606 1.323 1.099 -0.399 0.049 0.249 -1.15
H 1.682 2.402 -0.437 0.055 -0.015 -0.021 0.15
H 2.416 0.858 0.066 0.084 0.131 -0.145 0.11
H 1.276 0.540 -2.086 -0.498 -0.232 -0.323 -0.79
H -0.317 1.050 -1.311 0.303 0.551 -0.539 -0.49
H 1.214 -1.435 -0.633 -0.178 -0.182 0.264 0.37
H -0.546 -1.178 -1.003 0.115 -0.427 0.159 -1.80
H 1.004 1.606 2.072 0.335 -0.157 -0.089 0.60
H -0.309 1.898 0.936 0.034 0.051 0.013 0.33
C -3.068 -4.393 2.685 -0.460 0.526 0.909 -0.81
C -2.790 -3.237 1.671 1.003 -1.307 0.312 0.26
C -4.027 -2.932 0.861 0.068 0.113 -0.731 0.19
S -5.418 -3.726 1.642 0.455 -0.134 0.297 1.13
O -6.278 -4.287 0.643 -0.347 -0.072 -0.146 -0.71
O -5.942 -2.859 2.664 -0.203 0.310 0.119 -0.64
C -4.465 -4.984 2.485 0.217 -0.573 -0.189 -0.67
H -3.044 -4.008 3.707 0.142 0.132 -0.086 0.27
H -2.289 -5.149 2.639 -0.094 -0.102 -0.124 0.41
H -2.025 -3.683 1.030 -0.056 0.455 -0.369 0.15
H -2.290 -2.413 2.168 -0.420 0.289 -0.043 -0.24
H -3.970 -3.400 -0.124 -0.018 -0.003 -0.005 0.09
H -4.240 -1.877 0.691 -0.103 0.031 0.286 -0.19
H -4.452 -5.913 1.915 -0.101 0.214 -0.326 0.33
H -4.984 -5.206 3.414 -0.024 0.171 0.059 0.44
C 4.098 -2.323 2.677 0.178 -0.630 0.070 0.07
C 4.494 -3.805 2.860 -0.411 -0.259 0.361 -0.80
C 6.004 -3.836 2.896 0.567 0.311 -0.018 -0.76
S 6.501 -2.344 3.786 -0.912 -0.322 -0.035 1.19
O 7.520 -1.656 3.036 0.108 0.079 0.149 -0.67
O 6.685 -2.701 5.170 0.359 0.078 0.183 -0.67
C 4.906 -1.469 3.643 1.143 -0.419 -0.627 -0.72
H 3.033 -2.175 2.836 -0.044 0.138 -0.395 0.04
H 4.429 -2.097 1.660 -0.484 0.382 -0.065 0.18
H 4.113 -4.420 2.044 0.028 0.133 -0.120 0.35
H 4.057 -4.245 3.761 0.134 0.222 0.152 0.35
H 6.429 -3.745 1.896 0.024 -0.044 0.012 0.34
H 6.492 -4.643 3.438 -0.201 -0.186 -0.083 0.44
H 5.234 -0.543 3.174 -0.485 0.370 0.393 0.29
H 4.497 -1.389 4.644 -0.080 0.218 -0.011 0.40
C 0.333 -0.479 -4.906 -1.754 1.508 0.465 0.23
C -0.036 -1.119 -6.268 0.784 -1.013 0.785 -0.78
C 1.283 -1.265 -6.994 0.517 -0.952 -0.331 -0.85
S 2.304 0.144 -6.562 -0.279 0.183 0.678 1.11
O 2.166 1.185 -7.535 -0.044 0.208 -0.463 -0.70
O 3.615 -0.316 -6.183 0.334 -0.094 -0.234 -0.64
C 1.410 0.606 -5.054 -0.471 -0.783 -0.904 -0.34
H 0.426 -1.159 -4.061 0.619 -0.416 -0.385 0.08
H -0.590 0.072 -4.668 0.158 -0.059 0.426 0.04
H -0.817 -0.634 -6.846 0.124 0.434 0.153 0.44
H -0.410 -2.091 -5.943 -0.148 -0.158 -0.666 0.23
H 1.312 -1.411 -8.073 -0.369 0.428 -0.051 0.54
H 1.807 -2.144 -6.607 0.093 0.207 0.243 0.30
H 0.835 1.505 -5.257 0.715 0.479 -0.030 0.37
H 2.176 0.699 -4.294 -0.210 0.004 0.272 0.00
N -2.428 -5.112 -3.965 -0.280 -0.286 -0.436 0.02
C -2.033 -4.521 -2.810 0.151 0.223 0.584 -1.16
C -2.154 -3.165 -2.952 0.346 -0.382 -0.468 0.92
C -2.581 -2.948 -4.295 -0.152 1.129 0.837 -0.69
C -2.803 -4.154 -4.880 0.155 -0.073 0.095 -0.92
H -2.415 -6.103 -4.127 -0.114 0.060 -0.031 0.20
H -1.662 -5.086 -1.971 -0.092 -0.148 -0.052 0.50
H -1.918 -2.426 -2.205 0.034 0.017 -0.020 -0.05
H -2.707 -1.949 -4.683 -0.315 -0.198 -0.368 0.59
H -3.277 -4.364 -5.822 0.257 -0.292 -0.086 0.43
N 0.394 5.103 -2.739 -0.279 -0.180 -0.091 0.02
C 1.468 5.945 -2.753 -0.306 -0.307 -0.376 -0.76
C 2.548 5.225 -3.219 -0.098 0.544 0.560 -0.95
C 2.097 3.906 -3.456 -0.075 -0.903 0.554 -0.14
C 0.754 3.852 -3.167 0.074 0.716 0.531 -0.55
H -0.529 5.329 -2.409 0.004 0.079 -0.063 0.25
H 1.320 6.978 -2.488 0.260 0.044 0.006 0.44
H 3.545 5.632 -3.273 0.059 -0.150 -0.225 0.51
H 2.681 2.999 -3.520 0.224 0.210 -0.664 0.59
H 0.031 3.057 -3.108 0.123 -0.143 -0.130 0.58
N 4.212 4.241 -0.230 -0.095 -0.444 -0.124 0.11
C 3.106 4.768 0.384 0.001 0.176 0.067 -1.07
C 3.141 4.381 1.688 -0.023 0.074 0.369 0.11
C 4.268 3.531 1.868 -0.234 0.152 0.496 -0.29
C 4.906 3.466 0.669 0.130 -0.005 -0.466 -0.86
H 4.357 4.132 -1.220 -0.178 0.386 -0.038 0.26
H 2.383 5.415 -0.082 0.191 -0.035 -0.382 0.34
H 2.495 4.770 2.460 -0.149 -0.230 -0.012 0.48
H 4.536 3.062 2.800 0.238 -0.030 -0.081 0.46
H 5.809 2.977 0.342 -0.023 -0.144 0.151 0.42
N 4.079 -2.323 -4.143 0.157 0.475 0.387 0.18
C 4.248 -1.292 -3.262 -0.119 0.021 0.337 -1.36
C 3.398 -1.490 -2.206 0.138 -0.094 0.119 0.21
C 2.713 -2.719 -2.428 -0.235 0.383 -0.379 -0.77
C 3.122 -3.168 -3.660 0.274 -0.508 -0.015 -0.77
H 4.535 -2.372 -5.036 -0.126 -0.025 -0.042 0.28
H 4.976 -0.503 -3.341 0.011 -0.062 -0.520 0.42
H 3.327 -0.804 -1.377 -0.010 -0.181 0.154 0.85
H 1.976 -3.190 -1.799 0.011 -0.048 -0.020 0.60
H 2.885 -4.069 -4.201 -0.132 0.015 0.038 0.44
```
Positions in Å, forces in eV/Å.